{"formula": "C36H50BCdN7O4S4", "method": "ωB97M-V/def2-TZVPD", "species": ["Cd", "C", "C", "C", "C", "N", "N", "B", "N", "N", "C", "C", "C", "C", "C", "S", "C", "C", "C", "C", "N", "N", "C", "C", "C", "C", "C", "S", "C", "C", "C", "C", "C", "S", "C", "C", "C", "C", "H", "H", "H", "H", "H", "H", "H", "H", "H", "H", "H", "H", "H", "H", "H", "H", "H", "H", "H", "H", "H", "H", "H", "H", "H", "H", "H", "H", "H", "H", "H", "H", "H", "H", "H", "H", "H", "H", "H", "O", "N", "C", "C", "C", "C", "C", "S", "H", "H", "H", "H", "C", "C", "C", "O", "C", "O", "O", "H", "H", "H", "H", "H", "H", "H"], "positions_angstrom": [[-2.220, -0.085, 1.837], [0.811, -5.159, -0.063], [1.461, -3.815, -0.097], [2.795, -3.662, -0.253], [3.377, -2.360, -0.250], [2.643, -1.310, -0.092], [1.311, -1.454, 0.055], [0.650, -0.109, 0.233], [-0.157, 0.408, -0.822], [-0.124, -0.359, -1.962], [-0.799, 0.053, -2.992], [-1.518, 1.269, -2.994], [-1.620, 1.997, -1.830], [-2.527, 3.184, -1.735], [-0.964, 1.536, -0.683], [-1.250, 2.177, 0.882], [-0.792, -0.862, -4.210], [0.109, -2.074, -3.980], [-0.293, -0.083, -5.433], [-2.226, -1.349, -4.457], [1.384, 0.824, 1.158], [2.003, 1.846, 0.549], [2.631, 2.702, 1.288], [2.683, 2.557, 2.705], [2.061, 1.523, 3.317], [2.038, 1.340, 4.798], [1.345, 0.594, 2.485], [0.425, -0.686, 3.062], [3.300, 3.878, 0.596], [2.697, 5.177, 1.150], [3.066, 3.821, -0.911], [4.807, 3.838, 0.879], [0.641, -2.631, 0.046], [-1.014, -2.704, 0.274], [4.870, -2.149, -0.449], [5.241, -2.618, -1.862], [5.234, -0.674, -0.292], [5.648, -2.970, 0.587], [1.564, -5.947, -0.059], [0.155, -5.286, -0.926], [0.174, -5.245, 0.817], [3.425, -4.537, -0.365], [-2.068, 1.576, -3.874], [-2.909, 3.452, -2.720], [-2.015, 4.041, -1.295], [-3.367, 2.956, -1.072], [1.142, -1.770, -3.805], [0.075, -2.718, -4.863], [-0.215, -2.646, -3.110], [0.708, 0.315, -5.254], [-0.950, 0.752, -5.677], [-0.250, -0.744, -6.303], [-2.598, -1.896, -3.589], [-2.252, -2.017, -5.322], [-2.907, -0.518, -4.647], [3.212, 3.292, 3.301], [2.598, 2.132, 5.295], [2.454, 0.369, 5.071], [1.005, 1.338, 5.151], [1.612, 5.174, 1.038], [3.099, 6.034, 0.605], [2.929, 5.315, 2.207], [2.002, 3.861, -1.145], [3.458, 2.899, -1.340], [3.565, 4.672, -1.381], [5.021, 3.919, 1.947], [5.305, 4.668, 0.374], [5.243, 2.905, 0.516], [4.691, -2.047, -2.612], [5.011, -3.676, -2.007], [6.310, -2.478, -2.037], [4.688, -0.051, -1.000], [6.307, -0.550, -0.461], [4.993, -0.312, 0.709], [5.443, -4.038, 0.503], [5.394, -2.654, 1.601], [6.721, -2.826, 0.443], [-2.649, 0.738, 3.979], [-3.859, 0.324, 4.279], [-4.703, 1.219, 4.830], [-5.979, 0.884, 5.194], [-6.414, -0.419, 4.962], [-5.557, -1.312, 4.370], [-4.250, -0.959, 3.999], [-3.174, -2.052, 3.211], [-4.273, 2.202, 4.939], [-6.620, 1.638, 5.627], [-7.421, -0.720, 5.223], [-5.866, -2.323, 4.144], [-5.036, -1.849, -0.242], [-4.470, -0.486, -0.621], [-4.815, -0.125, -2.057], [-3.038, -0.505, -0.478], [-5.029, 0.566, 0.381], [-6.113, 1.078, 0.085], [-4.338, 0.773, 1.419], [-4.650, -2.623, -0.916], [-6.123, -1.829, -0.323], [-4.756, -2.104, 0.781], [-4.398, -0.873, -2.739], [-4.400, 0.850, -2.314], [-5.895, -0.079, -2.181], [-2.671, -1.340, -0.799]], "forces_ev_per_angstrom": [[-0.16, 0.29, -0.13], [0.00, 0.01, -0.01], [-0.14, 0.01, -0.07], [0.10, 0.07, 0.02], [0.00, -0.09, -0.01], [-0.08, 0.00, 0.06], [0.00, 0.24, 0.03], [0.21, 0.09, -0.24], [0.25, -0.20, 0.26], [-0.14, -0.07, -0.06], [0.01, 0.09, 0.03], [0.00, -0.11, -0.16], [0.04, 0.07, 0.24], [-0.01, 0.01, 0.01], [-0.20, 0.19, -0.18], [0.03, -0.07, 0.07], [0.00, 0.01, 0.00], [0.02, -0.02, 0.00], [0.01, -0.02, 0.00], [0.02, -0.02, -0.03], [-0.13, -0.16, -0.14], [0.00, 0.00, 0.03], [0.02, 0.02, 0.03], [0.02, 0.03, -0.01], [-0.02, -0.06, 0.04], [0.00, 0.00, -0.01], [0.04, 0.00, 0.13], [0.00, 0.01, -0.06], [0.00, 0.00, 0.02], [0.00, 0.01, -0.01], [-0.01, -0.01, -0.02], [0.00, 0.00, -0.01], [0.04, -0.14, 0.13], [0.12, -0.14, -0.03], [-0.01, -0.04, -0.01], [-0.01, 0.00, 0.01], [0.00, 0.02, 0.00], [0.02, 0.01, 0.02], [-0.01, -0.01, -0.02], [-0.01, 0.02, 0.00], [0.02, 0.00, 0.01], [0.01, 0.01, -0.01], [0.02, 0.01, 0.00], [-0.01, 0.01, 0.01], [0.01, 0.00, -0.02], [0.01, -0.01, -0.01], [0.00, 0.00, 0.00], [0.01, -0.01, 0.00], [-0.01, 0.01, -0.01], [0.00, -0.01, 0.00], [0.00, 0.00, 0.01], [-0.01, 0.00, 0.00], [0.03, -0.01, -0.03], [0.01, 0.00, -0.01], [0.01, -0.01, 0.01], [0.00, 0.01, -0.01], [0.00, 0.00, 0.00], [0.00, 0.00, -0.01], [0.00, 0.01, 0.00], [0.00, 0.00, -0.02], [0.01, 0.00, 0.01], [-0.01, -0.01, 0.00], [0.00, 0.00, 0.01], [0.01, 0.01, 0.01], [-0.01, 0.00, -0.01], [0.00, -0.01, 0.00], [0.00, 0.01, 0.01], [0.00, 0.01, -0.01], [0.01, 0.00, 0.00], [0.00, 0.00, 0.00], [0.00, 0.00, 0.00], [0.01, -0.01, -0.01], [0.00, 0.01, 0.01], [0.00, -0.01, -0.01], [-0.01, 0.00, -0.01], [-0.01, 0.00, 0.00], [0.00, 0.01, 0.00], [-0.09, -0.03, 0.01], [0.14, -0.03, -0.06], [-0.07, 0.00, 0.02], [0.02, 0.01, 0.00], [-0.02, 0.00, 0.01], [0.01, -0.04, -0.03], [0.01, -0.01, 0.01], [-0.04, 0.06, 0.10], [0.02, 0.00, -0.01], [0.00, 0.00, 0.00], [0.00, 0.00, 0.00], [0.00, 0.00, 0.01], [-0.01, -0.01, 0.00], [0.02, -0.03, -0.01], [-0.01, -0.02, -0.02], [-0.06, 0.08, 0.06], [0.05, 0.09, -0.09], [-0.01, -0.05, 0.04], [-0.01, -0.06, 0.12], [0.00, 0.00, -0.01], [0.00, -0.01, 0.01], [0.00, 0.00, 0.00], [-0.07, 0.04, 0.05], [0.02, 0.00, 0.01], [0.00, 0.01, 0.02], [0.01, -0.03, -0.01]], "charge": -1, "orbital_gap_ev": [5.28, 6.71], "spin_multiplicity": 2, "de_lowest_kj_mol": 0.0}

{"formula": "C36H50N4O15", "method": "ωB97M-V/def2-TZVPD", "species": ["C", "C", "C", "O", "C", "O", "O", "H", "H", "H", "H", "H", "H", "C", "C", "C", "O", "C", "O", "O", "H", "H", "H", "H", "H", "H", "C", "C", "C", "O", "C", "O", "O", "H", "H", "H", "H", "H", "H", "C", "C", "C", "O", "C", "O", "O", "H", "H", "H", "H", "H", "H", "C", "C", "C", "O", "C", "O", "O", "H", "H", "H", "H", "H", "H", "N", "C", "C", "C", "C", "H", "H", "H", "H", "H", "N", "C", "C", "C", "C", "H", "H", "H", "H", "H", "N", "C", "C", "C", "C", "H", "H", "H", "H", "H", "N", "C", "C", "C", "C", "H", "H", "H", "H", "H"], "positions_angstrom": [[-4.124, -4.412, 2.504], [-2.671, -4.653, 2.590], [-1.994, -4.630, 1.221], [-1.146, -3.545, 1.262], [-1.273, -2.902, 2.421], [-0.638, -1.910, 2.764], [-2.196, -3.432, 3.131], [-4.372, -3.594, 1.827], [-4.526, -4.148, 3.483], [-4.562, -5.343, 2.143], [-2.431, -5.481, 3.258], [-2.666, -4.406, 0.393], [-1.454, -5.521, 0.903], [-1.431, 2.057, 2.904], [-0.644, 3.148, 3.683], [0.252, 4.011, 2.755], [0.156, 5.266, 3.276], [-0.985, 5.420, 4.004], [-1.460, 6.517, 4.408], [-1.608, 4.207, 4.093], [-2.065, 1.476, 3.573], [-0.737, 1.274, 2.597], [-1.945, 2.389, 2.002], [-0.156, 2.795, 4.591], [-0.094, 3.983, 1.721], [1.238, 3.553, 2.828], [1.368, 0.808, 0.818], [0.609, 0.377, -0.397], [1.005, -0.950, -1.113], [-0.175, -1.484, -1.461], [-1.188, -0.942, -0.692], [-2.362, -1.228, -0.733], [-0.711, 0.047, 0.034], [2.434, 0.975, 0.658], [1.276, -0.043, 1.493], [1.045, 1.719, 1.322], [0.389, 1.232, -1.036], [1.602, -1.690, -0.579], [1.630, -0.773, -1.989], [4.484, 4.184, 1.573], [3.118, 4.798, 1.162], [3.256, 5.905, 0.158], [2.339, 5.690, -0.882], [1.913, 4.479, -0.737], [1.122, 3.885, -1.492], [2.358, 3.882, 0.407], [4.457, 3.425, 2.355], [4.978, 5.057, 1.998], [4.911, 3.695, 0.697], [2.465, 5.187, 1.944], [4.261, 6.074, -0.231], [3.064, 6.855, 0.657], [0.204, -4.697, -1.668], [0.530, -4.941, -3.182], [1.438, -6.170, -3.459], [0.723, -6.808, -4.531], [-0.505, -6.348, -4.703], [-1.319, -6.787, -5.534], [-0.725, -5.342, -3.796], [0.187, -5.599, -1.056], [-0.803, -4.304, -1.525], [0.943, -4.006, -1.262], [0.934, -4.036, -3.635], [1.719, -6.837, -2.644], [2.322, -5.747, -3.935], [-4.383, -0.283, 0.907], [-5.239, -0.686, 1.915], [-5.623, 0.464, 2.571], [-5.069, 1.611, 1.911], [-4.295, 1.069, 0.863], [-3.845, -0.893, 0.308], [-5.513, -1.707, 2.138], [-6.380, 0.528, 3.339], [-5.183, 2.653, 2.172], [-3.675, 1.478, 0.079], [4.486, 3.355, -3.015], [4.838, 2.528, -1.961], [4.109, 1.393, -2.046], [3.097, 1.632, -3.061], [3.391, 2.825, -3.627], [4.891, 4.253, -3.235], [5.607, 2.900, -1.301], [4.125, 0.513, -1.420], [2.255, 0.964, -3.165], [2.944, 3.371, -4.445], [-3.515, 0.230, -2.736], [-2.888, 1.375, -3.072], [-3.792, 2.171, -3.817], [-5.041, 1.549, -3.721], [-4.862, 0.326, -3.040], [-3.110, -0.531, -2.209], [-1.829, 1.559, -2.960], [-3.668, 3.103, -4.349], [-5.974, 1.940, -4.100], [-5.538, -0.453, -2.719], [3.258, -3.098, 0.844], [3.149, -2.347, 1.996], [3.973, -1.242, 1.809], [4.667, -1.342, 0.572], [4.072, -2.436, -0.063], [2.720, -3.945, 0.724], [2.527, -2.643, 2.827], [4.016, -0.485, 2.577], [5.345, -0.566, 0.248], [4.188, -2.792, -1.077]], "forces_ev_per_angstrom": [[-1.31, -0.93, -0.07], [-0.36, 0.74, -0.44], [-0.81, -1.43, -1.27], [2.10, 1.15, -0.41], [2.47, 3.40, 0.43], [-0.86, -1.76, -1.17], [-0.54, -0.54, 2.48], [0.20, -0.11, -0.12], [-0.04, -0.24, 0.00], [-0.56, 0.11, 0.00], [0.26, 0.04, -0.16], [-0.61, -0.29, 0.18], [0.14, -0.11, 0.46], [1.12, -0.40, 1.12], [-2.05, 0.84, -1.79], [-0.32, -3.13, 0.52], [0.28, 2.51, 1.02], [-2.70, 2.99, 0.80], [2.40, -4.82, -1.64], [0.98, 0.40, 0.39], [-0.50, 0.47, -0.05], [0.34, 0.12, -0.18], [-0.08, 0.33, 0.38], [0.07, -0.08, -0.17], [-0.06, -0.01, -0.09], [0.35, 0.64, -0.18], [0.87, -0.64, 0.62], [0.56, 0.59, 0.12], [3.39, 1.98, 0.49], [-4.87, -1.14, -0.35], [1.51, 0.53, -0.22], [0.49, -0.86, -0.68], [-1.49, -0.90, 0.31], [-0.03, -0.21, -0.46], [0.16, 0.12, 0.41], [-0.53, -0.12, -0.46], [0.83, -0.08, -0.70], [-0.12, 0.33, 0.94], [-0.29, 0.31, -0.26], [-1.53, 0.67, 0.37], [0.59, -0.63, -0.15], [1.81, 2.78, 0.90], [0.37, 0.73, -0.14], [-3.52, -4.26, -1.52], [2.11, 1.73, 1.87], [-0.72, -0.52, -1.07], [-0.47, 0.09, 0.07], [0.88, -0.28, -0.30], [0.33, 0.58, 0.01], [0.42, -0.37, 0.56], [0.12, -0.63, -0.36], [-0.46, 0.13, -0.22], [0.27, -0.05, -0.73], [-1.30, -1.32, 2.19], [-0.09, 1.68, -1.50], [0.92, -1.10, 0.07], [-2.72, -0.78, -1.79], [2.73, 1.78, 3.06], [0.20, 0.16, -0.77], [0.40, -0.31, -0.32], [0.17, 0.48, -0.38], [-0.13, 0.04, 0.19], [-0.28, -0.05, -0.21], [-0.53, -0.04, -0.07], [0.39, -0.50, 0.26], [-0.84, -1.09, 0.27], [0.48, 1.15, 0.16], [-0.63, 0.60, -0.39], [0.87, -1.58, -1.06], [-0.51, 0.69, 0.89], [-0.09, 0.19, 0.26], [0.23, 0.11, -0.24], [0.24, -0.14, 0.17], [-0.03, -0.15, -0.07], [0.02, 0.40, 0.25], [-0.41, -0.07, 0.81], [1.33, 0.95, -0.58], [-1.65, 0.04, -0.03], [0.82, -0.99, 1.06], [-0.24, 0.59, -1.04], [-0.10, -0.29, 0.14], [0.17, -0.52, -0.03], [0.16, 0.22, 0.14], [0.06, 0.24, -0.64], [-0.15, -0.16, 0.10], [-0.85, 0.54, 0.10], [0.20, -0.63, -1.14], [-2.46, -0.09, 0.16], [0.77, 0.84, -0.42], [1.42, 0.09, 0.31], [0.27, -0.30, 0.49], [0.02, -0.20, 0.37], [0.51, -0.03, 0.30], [0.07, -0.16, -0.01], [-0.08, 0.09, -0.16], [-0.31, 0.82, 0.10], [0.97, 0.66, -0.98], [-0.47, -0.83, 1.37], [-2.08, -0.34, 0.20], [0.91, -0.13, 0.34], [0.33, 0.18, -0.40], [0.05, 0.04, -0.15], [0.44, 0.13, -0.16], [0.02, -0.42, -0.48], [0.18, -0.21, 0.18]], "charge": 1, "orbital_gap_ev": [7.52, 3.35], "spin_multiplicity": 2}